(1)
58
Properties=species:S:1:pos:R:3:forces:R:3 method="wB97M-V/def2-TZVPD" energy_ev=-104183.869 relative_energy_kcal_mol=0.0 orbital_gap_ev=8.04
Y -0.495 -0.800 -0.007 1.117 2.276 0.982
C 3.375 0.201 2.169 -0.746 0.189 -0.533
F 3.553 -0.546 1.067 0.123 -0.420 0.168
F 4.330 -0.059 3.039 0.287 -0.165 0.233
F 3.516 1.465 1.758 -0.242 0.235 0.297
S 1.677 -0.153 2.916 0.052 0.198 2.279
O 1.925 -1.245 3.857 -0.169 0.368 -1.584
O 1.219 1.051 3.574 0.459 -0.345 -1.098
O 0.912 -0.526 1.712 0.083 -0.224 0.427
C -4.265 1.008 2.390 1.302 -0.953 -0.813
F -4.515 -0.315 2.217 -0.335 -0.431 0.487
F -4.765 1.556 1.279 0.074 0.809 -0.137
F -4.901 1.457 3.440 -0.346 0.124 0.282
S -2.399 1.126 2.601 0.703 0.703 1.272
O -1.846 0.580 1.362 -0.788 -0.233 0.020
O -2.132 2.549 2.762 -0.469 -0.766 -0.330
O -2.176 0.297 3.768 -0.383 0.266 -0.849
C 1.899 0.114 -4.060 -0.444 -0.921 1.353
F 1.036 1.111 -4.224 0.234 0.770 0.128
F 1.247 -0.962 -4.519 0.403 -0.482 -0.305
F 3.010 0.333 -4.723 -0.012 0.034 -0.533
S 2.365 -0.160 -2.258 2.088 0.233 1.909
O 1.121 -0.248 -1.500 -0.357 -0.210 -1.066
O 3.156 -1.386 -2.161 -0.932 0.506 -0.982
O 3.124 1.026 -1.911 -0.592 -0.163 -0.731
O -2.918 -1.257 -0.271 -0.549 -0.863 -0.298
H -3.451 -1.802 0.320 -0.022 0.318 0.157
H -3.531 -0.953 -0.946 0.179 0.234 -0.025
O -1.347 -2.252 1.669 -0.359 -0.801 0.512
H -1.072 -2.261 2.600 0.181 0.436 -0.173
H -2.107 -2.840 1.627 0.054 0.001 0.098
O -0.845 -2.269 -1.808 -0.408 -0.805 -0.682
H -0.200 -2.876 -2.194 0.244 0.265 0.213
H -1.690 -2.509 -2.205 -0.003 0.181 0.085
C -1.899 1.651 -2.147 0.210 0.585 0.708
O -1.518 0.637 -1.554 -0.292 0.006 -1.007
N -1.089 2.589 -2.722 -0.062 -1.273 0.453
N -3.218 1.976 -2.196 0.619 0.139 -0.323
H -1.470 3.466 -3.006 0.132 0.228 -0.093
H -0.092 2.444 -2.699 -0.007 0.097 0.143
H -3.433 2.765 -2.774 -0.756 -0.088 -0.009
H -3.901 1.300 -1.921 -0.189 0.170 0.054
C 1.834 -3.560 0.212 0.020 0.007 0.461
O 1.030 -2.611 0.149 0.227 -0.760 -0.594
N 3.137 -3.433 -0.070 -0.734 0.963 -0.253
N 1.410 -4.790 0.608 -0.300 0.422 -0.278
H 3.333 -2.548 -0.530 0.564 -0.208 -0.054
H 3.799 -4.178 0.007 0.095 -0.020 -0.085
H 2.065 -5.533 0.748 -0.185 -0.195 0.211
H 0.467 -4.806 0.952 0.126 -0.388 0.204
C 0.643 2.820 0.347 1.528 -0.178 0.710
O 0.252 1.655 0.283 0.216 0.291 -0.478
N 0.010 3.745 1.105 -0.561 -0.799 -0.469
N 1.854 3.224 -0.177 -1.520 -0.382 -0.253
H -0.770 3.334 1.616 -0.215 0.733 0.116
H 0.160 4.720 0.945 -0.153 0.158 0.350
H 2.097 4.188 -0.068 0.604 -0.079 0.074
H 2.490 2.490 -0.445 0.210 0.203 -0.354



(2)
29
Properties=species:S:1:pos:R:3:forces:R:3 method="wB97M-V/def2-TZVPD" energy_ev=-26959.730 orbital_gap_ev="8.46 / 6.87"
C -1.158 -1.893 -1.484 1.029 -2.488 0.433
C 0.910 -1.077 -2.649 0.206 0.313 -1.392
C -0.310 -2.286 2.077 0.585 -0.542 1.104
C -0.630 0.054 2.240 2.057 0.286 4.290
C -0.515 3.068 0.010 -0.112 0.657 -0.824
C 1.616 2.896 -1.125 -1.171 0.989 -3.012
N 0.220 -1.414 -1.406 0.767 -0.570 0.961
N -0.259 -0.996 1.405 -0.310 -1.854 -1.176
N 0.260 2.465 -1.038 -1.074 -1.405 0.089
Si 0.631 -0.502 0.025 -0.766 0.262 -1.198
I 3.046 -0.335 0.308 0.518 -0.201 0.121
H -1.208 -2.780 -2.213 -0.030 1.416 0.740
H -1.373 -2.382 -0.463 -0.363 1.217 -1.602
H -1.770 -1.067 -1.804 -0.985 -0.050 0.098
H 0.790 0.030 -2.742 0.071 -0.637 -0.831
H 2.019 -1.249 -2.600 -1.020 -0.110 0.181
H 0.535 -1.647 -3.622 0.433 1.179 2.280
H -1.357 -2.530 2.493 1.461 0.493 -0.673
H 0.009 -3.102 1.396 -0.233 0.461 0.400
H 0.438 -2.268 2.972 -1.242 -0.179 -1.270
H -1.427 -0.182 2.959 -0.641 0.088 -0.903
H 0.213 0.190 3.064 -0.988 0.253 -1.348
H -0.715 0.963 1.715 -0.483 1.070 -0.303
H -1.171 2.433 0.578 -0.507 -0.631 -0.462
H 0.099 3.496 0.747 1.063 0.989 1.221
H -1.126 3.879 -0.429 0.090 -0.226 0.112
H 1.616 4.060 -1.273 0.451 -1.999 0.127
H 2.171 2.589 -0.314 1.369 -0.137 2.383
H 2.053 2.281 -1.969 -0.174 1.356 0.456